33
Properties=species:S:1:pos:R:3:forces:R:3 method="wB97M-V/def2-TZVPD" total_charge=+1 s2=8.7859 gap_ev="6.15 / 4.41" multiplicity=6
O 0.05496 4.70980 -6.29350 0.2 -1.1 0.3
C 0.20314 3.62969 -5.99080 -0.2 1.2 -0.4
Mn 0.21464 0.15788 -3.27690 -3.2 -2.4 -5.2
O 0.35090 2.57900 -1.52021 -0.2 -6.5 -4.7
C 0.32338 1.59820 -2.23844 0.7 12.6 8.1
C 0.34389 -1.83395 -3.10488 -1.1 -5.6 -3.8
O 0.16784 -2.64324 -3.92889 0.8 2.9 3.5
C 1.93108 0.25334 -2.70553 13.4 -0.7 4.4
O 3.04000 0.28963 -2.22881 -7.3 0.2 -3.1
C -1.61744 0.79627 -2.94897 -8.3 0.0 1.9
O -2.71479 0.97732 -2.59952 5.0 -0.3 -1.7
H 0.29702 1.39618 -4.56533 0.1 -0.5 1.0
C -2.29938 0.43394 0.94753 -0.4 0.1 -0.3
N -1.27118 -0.23667 1.70272 -0.2 -0.5 -1.2
C -1.02389 0.32298 3.01295 0.2 0.0 -0.4
C -0.11071 -0.55146 3.81012 0.9 -0.7 0.2
C 1.12995 -0.96276 2.98493 0.1 0.4 0.8
N 0.81220 -1.20636 1.59813 -0.7 -0.1 -0.8
C 1.87759 -1.75482 0.82476 0.4 -0.4 0.1
C -0.35520 -0.93897 0.94430 0.2 0.7 1.9
O -0.55086 -1.27368 -0.23032 -0.1 0.5 -0.5
H -1.93749 1.39894 0.50522 -0.3 -0.5 0.3
H -3.13998 0.64349 1.63440 0.3 -0.1 -0.6
H -2.58984 -0.24784 0.13569 -0.2 0.5 0.3
H -0.59582 1.32279 2.87772 -0.1 0.1 0.3
H -1.99931 0.37547 3.49407 0.1 0.3 0.2
H -0.62723 -1.47118 4.12441 0.0 0.3 -0.1
H 0.21945 -0.01659 4.71144 -0.1 -0.3 -0.2
H 1.55900 -1.90588 3.41486 -0.2 0.9 -0.3
H 1.91194 -0.16125 3.00566 -0.4 -0.6 0.2
H 2.75034 -1.10972 0.94603 0.3 -0.3 0.0
H 2.05416 -2.77410 1.17368 0.5 0.0 -0.1
H 1.59165 -1.79647 -0.21650 0.0 0.0 -0.1